ORCA calculation (ωB97M-V/def2-TZVPD) on one molecule with the formula C4H6O.

Last column: natural (NBO) charge in e.
CARTESIAN COORDINATES (ANGSTROEM)
O 2.6077 0.0971 -0.2045  -0.52
H -0.9475 -1.4159 0.8392  0.23
H -0.6855 1.1030 1.1206  0.21
C -0.9595 -0.6919 -0.0505  -0.41
C -0.7572 0.8390 0.0971  -0.40
C 1.5275 -0.1268 0.2628  0.45
H 0.4128 0.1499 -1.5695  0.24
C 0.3087 -0.0207 -0.4903  -0.36
H 1.4101 -0.4704 1.3706  0.09
H -1.4067 1.5931 -0.4011  0.24
H -1.5104 -1.0564 -0.9744  0.23

Properties
Energy relative to the best compared isomer or geometry (same formula, charge and spin) (kcal per mole): 19.4
SMILES: O=CC1CC1
HOMO energy (eV): -9.83
Spin multiplicity: 1
HOMO-LUMO gap (eV): 10.9482

---

ORCA calculation (ωB97M-V/def2-TZVPD) on a 2-piece molecular cluster, C4H6O overall.

Last column: natural (NBO) charge in e.
CARTESIAN COORDINATES (ANGSTROEM)
C 1.6106 -1.2774 -0.1361  -0.77
C -2.4054 0.6938 0.2502  -0.52
H -0.8639 1.8930 -0.5827  0.15
H 1.6974 -1.3746 -1.1786  0.26
C -1.1366 0.9755 -0.1647  -0.20
H -2.7719 -0.1691 0.7629  0.21
H 2.5989 -1.6090 0.1381  0.24
H -3.0173 1.4895 0.0181  0.20
H 0.7407 -1.7721 0.3993  0.26
O 2.1383 1.0145 0.3670  -0.48
C 1.4092 0.1358 0.1264  0.66

Properties
Energy relative to the best compared isomer or geometry (same formula, charge and spin) (kcal per mole): 99.8
HOMO energy (alpha / beta) (eV): -8.59 / -7.83
Spin multiplicity: 1
HOMO-LUMO gap (alpha / beta) (eV): 9.0211 / 8.2209

---

ORCA calculation (ωB97M-V/def2-TZVPD) on one molecule with the formula C4H6O.

Last column: natural (NBO) charge in e.
CARTESIAN COORDINATES (ANGSTROEM)
C 2.2515 -0.3561 -0.0309  -0.48
H -2.4209 -1.4141 0.1217  0.21
O 0.0126 -0.1601 0.3306  -0.49
C -2.2880 -0.3536 0.0503  -0.48
H 2.1474 -1.4746 -0.2128  0.21
H -1.0663 1.5022 -0.1357  0.17
C -1.1455 0.3399 -0.0708  0.15
H 3.3877 -0.0160 -0.1916  0.22
H -3.1853 0.1362 -0.2326  0.20
C 1.1663 0.3573 0.1160  0.13
H 1.1405 1.4391 0.2559  0.16

Properties
Energy relative to the best compared isomer or geometry (same formula, charge and spin) (kcal per mole): 45.4
SMILES: C=COC=C
HOMO energy (eV): -8.73
Spin multiplicity: 1
HOMO-LUMO gap (eV): 9.9505

---

ORCA calculation (ωB97M-V/def2-TZVPD) on one molecule with the formula C4H6O.

Last column: natural (NBO) charge in e.
CARTESIAN COORDINATES (ANGSTROEM)
H -2.4053 -1.2305 -0.5556  0.24
H 2.0678 1.2008 -0.9113  0.21
H 2.0211 1.1153 0.9140  0.19
C -2.2298 -0.2741 -0.0618  -0.69
H -2.7816 0.5011 -0.5935  0.24
C 1.7639 0.6203 -0.0353  -0.13
C -0.8162 0.0307 -0.0674  0.03
H 2.1799 -1.2469 0.5829  0.47
C 0.3559 0.3010 -0.0789  -0.07
H -2.6006 -0.3329 0.9618  0.23
O 2.4449 -0.6847 -0.1550  -0.72

Properties
Energy relative to the best compared isomer or geometry (same formula, charge and spin) (kcal per mole): 31.1
SMILES: CC#CCO
HOMO energy (eV): -9.65
Spin multiplicity: 1
HOMO-LUMO gap (eV): 10.5674

---

ORCA calculation (ωB97M-V/def2-TZVPD) on a 3-piece molecular cluster, C4H6O overall.

Last column: natural (NBO) charge in e.
CARTESIAN COORDINATES (ANGSTROEM)
H 2.1615 -0.9227 0.1942  0.23
H 1.4650 1.6030 -0.3276  0.23
H -0.0839 -2.1558 -0.6986  0.22
H -1.8088 2.1856 0.8050  -0.10
C -0.6199 0.7847 -0.5389  0.24
O -1.0937 -0.4263 -0.3040  -0.46
C 1.1705 -0.5274 0.0187  -0.14
H -1.6739 1.8860 0.0154  0.07
C -0.0594 -1.3610 0.0522  -0.15
H -0.2776 -1.8024 1.0318  0.22
C 0.8203 0.7363 -0.2482  -0.35

Properties
Energy relative to the best compared isomer or geometry (same formula, charge and spin) (kcal per mole): 89.8
HOMO energy (eV): -7.89
Spin multiplicity: 1
HOMO-LUMO gap (eV): 7.9995

---

ORCA calculation (ωB97M-V/def2-TZVPD) on a 3-piece molecular cluster, C4H6O overall.

Last column: natural (NBO) charge in e.
CARTESIAN COORDINATES (ANGSTROEM)
H -0.2357 0.9694 -0.9362  0.18
C -1.3072 -0.2165 0.6529  -0.19
H 0.2650 -1.6032 -1.9175  0.00
H -0.0942 -1.6292 -1.2668  0.00
H 0.5143 0.2192 1.9726  0.23
H -2.0855 -0.9630 0.6139  0.23
O 2.7994 -0.1975 0.2488  -0.51
C -0.2457 0.2675 1.2079  -0.19
C 2.4261 0.1371 -0.7708  0.51
C -0.7617 1.0311 0.0224  -0.44
H -1.2748 1.9850 0.1727  0.18

Properties
Energy relative to the best compared isomer or geometry (same formula, charge and spin) (kcal per mole): 74.1
HOMO energy (eV): -9.57
Spin multiplicity: 1
HOMO-LUMO gap (eV): 10.7939

---

ORCA calculation (ωB97M-V/def2-TZVPD) on one molecule with the formula C4H6O.

Last column: natural (NBO) charge in e.
CARTESIAN COORDINATES (ANGSTROEM)
C 0.0063 -0.1643 0.5105  -0.27
C 1.2937 0.5948 0.6005  -0.19
H -0.4425 -1.8689 -1.7732  0.47
C -0.7993 -0.1894 -0.7482  -0.08
H 0.1543 -1.1481 1.0685  0.20
O -1.1340 -1.5493 -1.1190  -0.73
H 0.1499 1.7711 2.1497  0.23
H -0.1559 0.2250 -1.6698  0.16
H -1.7670 0.3772 -0.7269  0.19
C 0.3655 1.1170 1.3466  -0.20
H 2.3289 0.8350 0.3614  0.22

Properties
Energy relative to the best compared isomer or geometry (same formula, charge and spin) (kcal per mole): 66.4
SMILES: OCC1C=C1
HOMO energy (eV): -9.59
Spin multiplicity: 1
HOMO-LUMO gap (eV): 10.6236

---

ORCA calculation (ωB97M-V/def2-TZVPD) on a 2-piece molecular cluster, C4H6O overall.

Last column: natural (NBO) charge in e.
CARTESIAN COORDINATES (ANGSTROEM)
H -1.5347 1.4985 -0.1531  0.23
H 2.1313 -0.8444 -2.8472  -0.01
C 0.8724 -0.1208 1.1272  -0.43
O -1.5028 -0.0115 1.2348  -0.42
H -0.5083 -0.7050 2.8213  0.19
H 0.9113 0.6923 -0.9222  0.21
C -1.1432 0.4793 -0.0632  -0.18
C 0.3449 0.3803 -0.0448  -0.14
C -0.3520 -0.3152 1.8149  0.31
H 2.4141 -0.8936 -2.1617  0.01
H -1.6329 -0.1601 -0.8061  0.23

Properties
Energy relative to the best compared isomer or geometry (same formula, charge and spin) (kcal per mole): 90.9
SMILES: C1=CCOC=1.[H][H]
HOMO energy (eV): -8.09
Spin multiplicity: 1
HOMO-LUMO gap (eV): 7.6214

---

ORCA calculation (ωB97M-V/def2-TZVPD) on one molecule with the formula C4H6O.

Last column: natural (NBO) charge in e.
CARTESIAN COORDINATES (ANGSTROEM)
C -0.0690 0.9682 0.9349  -0.62
C 0.2968 0.2181 -0.3127  0.20
H -0.6110 0.2488 1.4545  0.22
H 0.6787 1.3895 1.5141  0.22
H 1.4788 -1.7029 -0.9513  0.21
C -0.1783 -0.0452 -1.5782  0.06
C 0.5273 -1.2245 -0.7441  -0.42
O 0.8173 0.9033 -1.4876  -0.49
H -0.1390 -1.8499 -0.3233  0.19
H -0.7774 1.6646 0.6915  0.22
H -1.2246 0.0914 -2.0339  0.21

Properties
Energy relative to the best compared isomer or geometry (same formula, charge and spin) (kcal per mole): 73.1
SMILES: C[C@@]12C[C@@H]1O2
HOMO energy (eV): -8.96
Spin multiplicity: 1
HOMO-LUMO gap (eV): 10.0674

---

ORCA calculation (ωB97M-V/def2-TZVPD) on one molecule with the formula C4H6O.

Last column: natural (NBO) charge in e.
CARTESIAN COORDINATES (ANGSTROEM)
H -2.2262 0.5916 -0.4159  0.20
H 0.0777 2.2967 -0.1881  0.22
C 0.6967 -1.0217 0.0762  -0.10
O -0.7155 -0.9780 -0.1925  -0.53
H 0.9176 -1.3559 1.1667  0.17
C 0.0737 1.2193 -0.0914  -0.24
C 1.2049 0.5069 -0.0491  -0.22
C -1.1463 0.3938 0.1204  -0.11
H 2.2488 0.9841 0.1051  0.23
H -1.4226 0.4554 1.1772  0.18
H 1.1543 -1.7370 -0.6418  0.20

Properties
Energy relative to the best compared isomer or geometry (same formula, charge and spin) (kcal per mole): 28.0
SMILES: C1=CCOC1
HOMO energy (eV): -9.25
Spin multiplicity: 1
HOMO-LUMO gap (eV): 10.3420

---

ORCA calculation (ωB97M-V/def2-TZVPD) on one molecule with the formula C4H6O.

Last column: natural (NBO) charge in e.
CARTESIAN COORDINATES (ANGSTROEM)
H 2.0644 0.2120 0.3386  0.23
H -1.1667 -1.7769 -0.3776  0.13
H -1.3581 1.6897 -0.0150  0.23
O -2.3494 -0.1985 0.1143  -0.53
H 0.4820 2.1818 -0.0481  0.20
H 1.5345 -1.1378 -0.8203  0.22
H 1.2295 -1.3701 0.9101  0.22
C -0.3245 1.4691 -0.0109  -0.27
C -0.1161 0.1458 -0.0897  -0.17
C 1.2420 -0.5328 0.0615  -0.64
C -1.2374 -0.6824 -0.0630  0.38

Properties
Energy relative to the best compared isomer or geometry (same formula, charge and spin) (kcal per mole): 18.8
SMILES: C=C(C)C=O
HOMO energy (eV): -9.91
Spin multiplicity: 1
HOMO-LUMO gap (eV): 9.9278

---

ORCA calculation (ωB97M-V/def2-TZVPD) on C4H6O as an isolated structure.

Last column: natural (NBO) charge in e.
CARTESIAN COORDINATES (ANGSTROEM)
H -1.1872 -1.6379 1.1457  0.22
H 1.3668 -1.4303 -1.7158  0.49
H -0.0065 1.1870 -1.7944  0.21
H 1.8013 1.7142 2.3698  -0.01
C -1.4001 0.3901 -0.1714  -0.12
H -2.3460 0.8174 -0.0617  0.21
H 1.1755 1.3558 1.8005  0.01
C -0.7444 -0.8610 0.5021  -0.38
C 0.2988 -0.7033 -0.3645  0.35
C -0.3240 0.5697 -0.9588  -0.32
O 1.3658 -1.4017 -0.7516  -0.66

Properties
Energy relative to the best compared isomer or geometry (same formula, charge and spin) (kcal per mole): 108.4
HOMO energy (alpha / beta) (eV): -7.38 / -7.39
Spin multiplicity: 1
HOMO-LUMO gap (alpha / beta) (eV): 7.8573 / 7.8612

---

ORCA calculation (ωB97M-V/def2-TZVPD) on a 2-piece molecular cluster, C4H6O overall.

Last column: natural (NBO) charge in e.
CARTESIAN COORDINATES (ANGSTROEM)
H 1.1128 -1.0361 -0.2214  0.29
C 0.6809 1.1065 1.6533  -0.30
H -1.8914 0.9609 -0.8767  0.49
O -1.1379 1.4634 -1.0321  -0.61
H 1.0603 0.7071 3.8708  0.22
C 0.0458 -0.7870 -0.6622  -0.73
H 0.9523 1.2450 -0.9952  0.23
C 0.7913 0.9169 2.8249  -0.49
C -0.0440 0.7306 -0.7702  0.42
H -0.7883 -1.2158 -0.0579  0.24
H -0.1562 -1.2542 -1.6685  0.24

Properties
Energy relative to the best compared isomer or geometry (same formula, charge and spin) (kcal per mole): 118.3
HOMO energy (eV): -8.79
Spin multiplicity: 1
HOMO-LUMO gap (eV): 8.4477

---

ORCA calculation (ωB97M-V/def2-TZVPD) on C4H6O as an isolated structure.

Last column: natural (NBO) charge in e.
CARTESIAN COORDINATES (ANGSTROEM)
H -0.3175 0.3268 1.8739  0.24
H -0.6013 -1.2473 -0.8226  0.23
C 1.1893 0.7126 0.1728  0.31
H -1.9943 -0.6954 0.2503  0.23
H 2.0809 -1.6724 -0.2096  -0.02
H -1.3716 1.7825 -0.4711  0.23
O 0.5863 1.0430 -0.9943  -0.49
C -1.0102 -0.4862 -0.1618  -0.40
C -0.0968 0.2676 0.8159  -0.43
C -0.7187 0.9246 -0.3953  0.08
H 2.2537 -0.9557 -0.0582  0.01

Properties
Energy relative to the best compared isomer or geometry (same formula, charge and spin) (kcal per mole): 115.8
HOMO energy (eV): -8.59
Spin multiplicity: 1
HOMO-LUMO gap (eV): 9.3674

---

ORCA calculation (ωB97M-V/def2-TZVPD) on one molecule with the formula C4H6O.

Last column: natural (NBO) charge in e.
CARTESIAN COORDINATES (ANGSTROEM)
C -0.0336 0.3033 -0.2338  -0.29
H 2.0327 -0.2434 -0.6505  0.23
C -0.4142 -0.8344 0.4672  0.29
C 1.4364 0.6322 -0.1423  -0.61
H 1.7570 1.4831 -0.6397  0.21
H 1.7336 0.6976 0.8749  0.23
H -2.0812 -0.7949 -0.8143  0.20
C -1.7601 -0.7228 0.2170  -0.13
H -0.6624 0.9784 -0.8880  0.23
O 0.2894 -1.6150 1.0849  -0.57
H -2.2978 0.1157 0.7245  0.22

Properties
Energy relative to the best compared isomer or geometry (same formula, charge and spin) (kcal per mole): 111.6
HOMO energy (eV): -7.92
Spin multiplicity: 1
HOMO-LUMO gap (eV): 6.1039

---

ORCA calculation (ωB97M-V/def2-TZVPD) on one molecule with the formula C4H6O2.

Last column: natural (NBO) charge in e.
CARTESIAN COORDINATES (ANGSTROEM)
H 0.8051 -0.0146 -1.9421  0.23
H -1.7375 0.7404 -0.3325  0.18
C 0.8355 0.7646 1.2259  0.04
H -0.1377 -1.3478 -1.1580  0.24
H 0.6074 -1.1996 2.3380  0.23
O -0.8202 -0.7607 0.7209  -0.53
C 0.4410 -0.4857 1.4834  0.00
H -0.7740 -0.3912 -2.3819  0.22
C -0.1113 -0.3648 -1.5169  -0.68
C -0.7251 0.3272 -0.3076  0.36
H 1.4927 1.3852 1.7403  0.21
O 0.1242 1.3468 0.1304  -0.50

Properties
Energy relative to the best compared isomer or geometry (same formula, charge and spin) (kcal per mole): 59.8
SMILES: CC1OC=CO1
HOMO energy (eV): -8.53
Spin multiplicity: 1
HOMO-LUMO gap (eV): 9.5962

---

ORCA calculation (ωB97M-V/def2-TZVPD) on one molecule with the formula C4H6O2.

Last column: natural (NBO) charge in e.
CARTESIAN COORDINATES (ANGSTROEM)
O 0.3293 1.7257 0.9017  -0.52
H -1.4442 0.5540 -0.4051  0.11
H -1.0483 0.0262 1.9142  0.24
C -1.3230 -0.5297 -0.1684  0.40
O -1.4077 -1.3767 -1.0242  -0.53
H 2.2245 0.1211 -0.4684  0.25
H -0.4898 -1.6297 1.5099  0.24
C 0.4084 0.6401 0.4014  0.63
H 1.3130 1.2143 -1.5218  0.25
H 0.8423 -0.4993 -1.4154  0.25
C 1.2261 0.3487 -0.8479  -0.74
C -0.6304 -0.5945 1.1241  -0.58

Properties
Energy relative to the best compared isomer or geometry (same formula, charge and spin) (kcal per mole): 51.1
SMILES: CC(=O)CC=O
HOMO energy (eV): -9.81
Spin multiplicity: 1
HOMO-LUMO gap (eV): 9.9367

---

ORCA calculation (ωB97M-V/def2-TZVPD) on one molecule with the formula C4H6O2.

Last column: natural (NBO) charge in e.
CARTESIAN COORDINATES (ANGSTROEM)
H 0.1054 1.6532 0.3794  0.23
H -0.2500 -1.3433 -1.8211  0.21
H 1.4028 0.2361 -1.2393  0.22
C 0.8634 -0.2128 -0.4010  -0.44
C -0.4295 -0.5188 -1.0859  -0.06
H -0.7601 0.3580 -1.6519  0.18
C -0.9236 0.0210 1.1708  0.79
O -1.3983 0.1150 2.2747  -0.56
H 1.4103 -1.1007 -0.0533  0.22
O -1.4604 -0.6269 0.0814  -0.51
H 1.0526 0.7600 1.6003  0.24
C 0.3874 0.6593 0.7458  -0.53

Properties
Energy relative to the best compared isomer or geometry (same formula, charge and spin) (kcal per mole): 15.2
SMILES: O=C1CCCO1
HOMO energy (eV): -10.24
Spin multiplicity: 1
HOMO-LUMO gap (eV): 11.0356

---

ORCA calculation (ωB97M-V/def2-TZVPD) on one molecule with the formula C4H6O2.

Last column: natural (NBO) charge in e.
CARTESIAN COORDINATES (ANGSTROEM)
C -1.0286 0.5475 0.0670  -0.57
C 0.4993 1.0492 -0.0057  0.61
H -1.6429 1.1338 -0.6418  0.24
H -1.2145 -1.1915 -1.2321  0.19
C 1.4218 -0.2254 0.1446  -0.18
H 2.0919 -0.0935 1.0218  0.21
O 0.8568 2.1816 -0.2165  -0.52
C -0.8867 -0.9399 -0.1934  -0.08
H 2.0374 -0.2647 -0.7687  0.19
H -1.3139 -1.6287 0.5109  0.21
H -1.3853 0.7571 1.0828  0.24
O 0.5646 -1.3256 0.2313  -0.54

Properties
Energy relative to the best compared isomer or geometry (same formula, charge and spin) (kcal per mole): 34.2
SMILES: O=C1CCOC1
HOMO energy (eV): -9.68
Spin multiplicity: 1
HOMO-LUMO gap (eV): 10.5730

---

ORCA calculation (ωB97M-V/def2-TZVPD) on one molecule with the formula C4H6O2.

Last column: natural (NBO) charge in e.
CARTESIAN COORDINATES (ANGSTROEM)
C 1.1988 -0.3078 0.3056  0.14
O -1.1729 1.9519 0.9574  -0.53
H 1.2651 0.5771 0.9501  0.18
H 3.1460 -0.4200 0.2324  0.48
H -1.7590 -0.4775 -1.0534  0.23
C 0.0535 -0.8781 -0.0867  -0.29
H -0.7842 1.6850 -0.9997  0.11
H -2.0515 -0.5753 0.6867  0.23
C -1.3278 -0.2411 -0.0707  -0.53
C -1.1181 1.2572 -0.0289  0.45
H 0.1790 -1.7680 -0.6989  0.21
O 2.3710 -0.8035 -0.1938  -0.68

Properties
Energy relative to the best compared isomer or geometry (same formula, charge and spin) (kcal per mole): 38.4
SMILES: O=CC/C=C/O
HOMO energy (eV): -9.08
Spin multiplicity: 1
HOMO-LUMO gap (eV): 9.8325